This record from the Open Molecules 2025 dataset describes 7 unconnected molecules or ions with the total composition C25H67B2ClN4O9PS. The level of theory is ωB97M-V/def2-TZVPD.

Spin multiplicity   1
Net charge   +1
Gap between HOMO and LUMO   0.26186 Ha
Energy   -85390.0760 eV

Geometry (Å):
C1 4.4307 1.1826 3.1896
C2 4.7097 2.5881 2.3918
B1 3.6900 2.8253 1.0836
O1 4.3851 3.2817 -0.1662
C3 2.0317 2.6156 1.1784
Cl1 1.5551 3.3840 2.8379
C4 1.2913 3.3673 -0.0748
C5 -0.1705 2.7608 -0.4930
N1 -0.7811 1.7929 0.4907
B2 -1.7812 2.4371 1.4279
O2 -3.0489 2.9403 0.7892
O3 -1.6313 2.6533 2.8794
C6 -2.4711 3.8447 3.2376
C7 0.2353 0.9289 1.1958
N2 -0.2162 -0.2074 1.8792
P1 0.9038 -1.3584 2.7195
N3 1.6749 -0.7052 3.9835
N4 1.7437 1.1311 1.2004
S1 2.4560 0.4570 -0.2870
H1 5.2070 1.0313 4.0770
H2 3.3722 1.2979 3.7134
H3 4.4993 0.2553 2.4708
H4 4.6674 3.4688 3.1654
H5 5.8196 2.5226 1.9695
H6 4.3986 4.2967 -0.0950
H7 1.9416 3.3896 -1.0757
H8 1.1593 4.5082 0.2323
H9 -0.9147 3.6927 -0.5487
H10 -0.1422 2.2857 -1.5642
H11 -3.4171 2.2217 0.1716
H12 -2.2124 4.1153 4.3715
H13 -2.2578 4.7687 2.5148
H14 -3.6305 3.5846 3.2495
H15 -1.2390 -0.4808 1.9267
H16 0.1419 -2.4954 3.2444
H17 1.8233 -1.8841 1.7039
H18 1.3524 0.2885 4.0258
H19 1.3361 0.4551 -1.1774
C8 4.9901 0.4694 7.7435
C9 6.0466 1.4813 7.3296
C10 6.6384 2.1900 8.5375
O4 5.4619 2.4442 6.4566
H20 4.1594 0.9603 8.2631
H21 4.5642 -0.0241 6.8632
H22 5.4123 -0.2948 8.4035
H23 6.8429 0.9752 6.7731
H24 5.8663 2.7419 9.0852
H25 7.3883 2.9240 8.2237
H26 7.1101 1.4776 9.2213
H27 4.7536 2.8986 6.9424
C11 -5.2199 4.0760 -2.0005
C12 -5.1422 2.7194 -2.6824
C13 -6.3205 2.5013 -3.6181
O5 -5.1288 1.6936 -1.6930
H28 -6.1283 4.1580 -1.3930
H29 -4.3721 4.2141 -1.3208
H30 -5.2161 4.8877 -2.7347
H31 -4.2058 2.6437 -3.2457
H32 -7.2679 2.5273 -3.0681
H33 -6.2580 1.5159 -4.0924
H34 -6.3498 3.2656 -4.4008
H35 -5.9566 1.7532 -1.1877
C14 2.0157 -0.6819 -5.3523
C15 1.5466 -0.8286 -3.9136
C16 0.5058 -1.9287 -3.7795
O6 0.9887 0.4058 -3.4706
H36 1.1820 -0.4134 -6.0110
H37 2.7553 0.1217 -5.4359
H38 2.4646 -1.6107 -5.7179
H39 2.4032 -1.0516 -3.2682
H40 -0.3814 -1.7045 -4.3823
H41 0.1683 -2.0146 -2.7411
H42 0.9094 -2.8949 -4.0978
H43 0.2274 0.6118 -4.0381
C17 -5.9591 -2.5673 1.1695
C18 -5.8276 -1.0725 0.9253
C19 -5.5510 -0.3220 2.2184
O7 -7.0321 -0.5814 0.3427
H44 -6.7934 -2.7820 1.8469
H45 -6.1703 -3.0931 0.2321
H46 -5.0423 -2.9787 1.6031
H47 -5.0183 -0.8860 0.2112
H48 -6.3708 -0.4570 2.9329
H49 -5.4711 0.7539 2.0293
H50 -4.6220 -0.6659 2.6834
H51 -7.7563 -0.7428 0.9700
C20 -5.0085 -3.3992 -2.6951
C21 -4.3035 -4.5478 -1.9914
C22 -3.3279 -5.2518 -2.9210
O8 -5.2731 -5.4839 -1.5277
H52 -5.5891 -3.7611 -3.5511
H53 -5.7166 -2.9096 -2.0178
H54 -4.2905 -2.6534 -3.0501
H55 -3.7680 -4.1689 -1.1142
H56 -3.8488 -5.6795 -3.7850
H57 -2.8370 -6.0839 -2.4049
H58 -2.5594 -4.5617 -3.2828
H59 -5.7535 -5.8256 -2.3000
C23 6.2307 -4.6020 -4.0926
C24 5.0406 -4.0676 -4.8733
C25 5.4870 -3.1948 -6.0354
O9 4.2085 -3.3054 -4.0028
H60 6.8204 -3.7823 -3.6670
H61 5.8941 -5.2183 -3.2520
H62 6.8826 -5.2064 -4.7311
H63 4.4419 -4.9040 -5.2500
H64 6.0502 -2.3252 -5.6787
H65 4.6198 -2.8071 -6.5808
H66 6.1165 -3.7568 -6.7323
H67 4.7319 -2.5604 -3.6635

Force components x, y, z for each atom (eV/Å):
C -0.253 0.550 0.939
C 0.749 -0.860 -0.222
B 2.824 0.660 -0.156
O -2.401 1.351 2.790
C 0.051 0.877 -1.400
Cl 0.146 -0.858 -1.707
C -0.188 1.117 -0.290
C -0.192 1.872 -1.036
N 3.631 -1.622 3.359
B -3.312 1.450 1.362
O 2.690 -2.908 0.518
O -0.977 0.795 -4.216
C -0.984 0.849 1.575
C -1.177 -1.054 -0.030
N 0.388 1.341 -1.505
P 2.492 1.043 3.094
N -2.123 0.110 -2.401
N -3.848 1.034 -0.893
S -1.351 -0.695 -0.451
H -1.598 0.424 -2.041
H 2.272 -0.718 -1.268
H -0.368 1.800 1.447
H 0.015 -1.586 -1.495
H -2.356 0.420 0.821
H 0.234 -2.067 -0.374
H -1.121 -0.353 2.524
H 0.245 -2.512 -0.553
H 1.522 -2.250 0.014
H 0.029 0.703 2.188
H 0.698 1.629 0.772
H -0.265 -0.573 -2.727
H -0.455 -2.150 1.692
H 2.618 0.458 -0.363
H 1.512 0.959 -0.497
H -0.043 0.837 -1.374
H -1.269 0.359 0.370
H 0.678 -0.861 0.306
H 1.307 0.343 0.870
C -0.057 -0.330 -0.172
C -0.401 0.135 0.593
C 0.362 0.106 0.024
O -0.137 0.221 -0.311
H 0.157 0.025 0.067
H 0.115 0.027 0.099
H -0.093 0.082 -0.051
H -0.152 0.201 -0.104
H -0.028 -0.170 -0.023
H -0.066 -0.171 0.020
H -0.064 0.111 -0.038
H 0.345 -0.235 -0.153
C 0.277 0.215 0.066
C -0.664 0.370 0.066
C 0.014 -0.209 -0.299
O 0.328 -0.247 0.475
H -0.003 -0.037 -0.172
H -0.060 0.007 -0.123
H -0.033 -0.070 0.116
H -0.052 -0.166 0.181
H 0.120 0.129 0.007
H 0.048 0.170 0.038
H -0.035 -0.089 0.098
H 0.217 -0.145 -0.220
C 0.342 0.091 -0.104
C -0.316 -0.454 -0.718
C -0.007 -0.230 0.236
O -0.262 0.564 0.475
H -0.028 -0.126 0.107
H -0.052 -0.153 0.052
H -0.076 0.130 0.084
H -0.116 0.169 0.017
H 0.143 0.014 -0.080
H 0.095 -0.040 -0.070
H -0.052 0.138 0.053
H 0.344 -0.126 0.178
C 0.084 -0.225 -0.264
C -0.412 -0.292 0.556
C 0.169 0.333 0.002
O -0.065 0.224 -0.145
H 0.142 0.101 0.046
H 0.112 0.058 0.156
H -0.114 -0.028 -0.011
H -0.245 0.088 -0.122
H 0.125 -0.128 -0.054
H 0.046 -0.110 -0.007
H -0.084 0.008 0.056
H 0.310 0.032 -0.269
C -0.093 0.317 0.160
C -0.297 -0.188 -0.710
C 0.336 -0.156 0.108
O -0.096 -0.064 0.157
H 0.172 -0.026 0.022
H 0.146 -0.020 -0.084
H -0.098 -0.039 -0.015
H -0.185 -0.176 0.053
H -0.008 0.174 0.043
H -0.045 0.169 -0.031
H -0.056 -0.082 -0.026
H 0.223 0.160 0.325
C 0.007 -0.327 0.160
C 0.652 0.314 -0.002
C -0.164 0.014 -0.303
O -0.395 0.271 0.264
H -0.019 0.004 -0.174
H 0.020 0.032 -0.181
H -0.043 0.089 0.107
H -0.093 0.201 0.184
H 0.066 -0.150 0.046
H 0.107 -0.133 0.030
H -0.059 0.115 0.069
H -0.117 -0.381 -0.197

=====

This record from the Open Molecules 2025 dataset describes a molecular structure, C25H67N5O8. The level of theory is ωB97M-V/def2-TZVPD.

Spin multiplicity   1
Gap between HOMO and LUMO   0.26346 Ha
ΔE to the lowest compared entry with this formula, charge and spin   884.7 kcal/mol
Energy   -50799.2225 eV

Geometry (Å):
C1 6.4022 3.8307 -6.9075
O1 5.7858 2.5452 -6.6770
C2 4.8159 2.4909 -5.5934
C3 4.4255 1.0363 -5.6000
N1 3.1644 0.7229 -4.8814
C4 2.7062 -0.6545 -5.0064
C5 1.5122 -0.9989 -4.1202
O2 0.3219 -0.4862 -4.6838
C6 -0.2201 0.6086 -3.9326
H1 7.0645 3.7896 -7.7722
H2 7.0182 4.1146 -6.0543
H3 5.7488 4.6902 -7.0574
H4 4.0996 3.2744 -5.8404
H5 5.2961 2.8963 -4.7028
H6 5.1253 0.3837 -5.0778
H7 4.3327 0.6717 -6.6230
H8 2.4826 1.4623 -4.9747
H9 3.5501 -1.2511 -4.6599
H10 2.4861 -1.0020 -6.0157
H11 1.6005 -0.7357 -3.0661
H12 1.2839 -2.0585 -4.0054
H13 0.4389 1.4726 -4.0176
H14 -0.2286 0.4216 -2.8588
H15 -1.2560 0.7427 -4.2442
C7 -5.9190 2.6846 6.7454
O3 -6.2172 2.1698 5.4238
C8 -5.1022 1.4202 4.8516
C9 -4.9021 0.0666 5.5951
N2 -3.7676 -0.7172 5.2036
C10 -2.5398 -0.0113 5.3945
C11 -1.4430 -0.6264 4.5645
O4 -1.8163 -0.5668 3.2296
C12 -1.0973 -1.2670 2.2244
H16 -5.3509 3.6121 6.8180
H17 -5.2412 2.0698 7.3376
H18 -6.7617 2.9067 7.4001
H19 -4.1450 1.9406 4.8187
H20 -5.2687 1.2796 3.7836
H21 -5.8086 -0.5021 5.3885
H22 -4.8811 0.1195 6.6836
H23 -3.7508 -1.2352 4.3367
H24 -2.1950 -0.1722 6.4159
H25 -2.4824 1.0748 5.3216
H26 -1.3750 -1.6820 4.8274
H27 -0.4596 -0.1787 4.7081
H28 -1.8967 -1.2167 1.4851
H29 -0.9888 -2.3475 2.3179
H30 -0.2847 -0.6060 1.9230
C13 -1.6724 2.0543 -0.1756
O5 -1.0067 1.6104 1.0191
H31 -1.0927 2.9221 -0.4903
H32 -1.7381 1.3159 -0.9747
H33 -2.6931 2.3793 0.0260
H34 -0.9436 2.2822 1.7020
C14 0.6218 1.4058 4.5165
C15 -0.2201 1.5239 3.2590
C16 -0.4618 3.0518 2.8270
O6 -1.4583 3.2126 1.8674
C17 -1.4819 4.5284 1.2180
N3 0.4723 0.9214 2.1691
H35 1.6940 1.4928 4.3406
H36 0.4579 0.5005 5.1011
H37 0.3272 2.1810 5.2239
H38 -1.2170 1.0991 3.3773
H39 0.5415 3.3644 2.5375
H40 -0.8099 3.6563 3.6645
H41 -2.2631 4.7145 0.4809
H42 -0.6040 4.6774 0.5894
H43 -1.7033 5.3217 1.9319
H44 0.0152 1.0686 1.2806
H45 1.3671 1.3654 2.0196
C18 1.1451 -0.2143 -2.1822
C19 0.2935 -0.2740 -0.9276
C20 -0.4757 -1.6400 -0.6810
O7 -1.1401 -1.6030 0.5945
C21 -2.3489 -0.7626 0.6654
N4 1.0852 -0.0420 0.2676
H46 0.5448 -0.4697 -3.0555
H47 1.9046 -0.9908 -2.2738
H48 1.5682 0.7865 -2.2699
H49 -0.4776 0.4907 -0.8336
H50 0.2982 -2.4018 -0.5866
H51 -1.2399 -1.7720 -1.4469
H52 -3.0071 -1.2059 1.4126
H53 -2.7904 -0.7789 -0.3311
H54 -2.1796 0.2428 1.0508
H55 0.4111 0.2084 0.9768
H56 1.4535 -0.9004 0.6518
C22 1.2876 -5.9191 -0.3994
C23 2.0477 -5.8581 -1.7669
C24 1.5394 -4.7708 -2.7976
O8 1.2910 -3.6161 -2.0536
C25 0.2516 -2.9768 -2.8101
N5 3.3363 -5.5567 -1.2736
H57 1.2022 -4.9075 -0.0026
H58 1.7119 -6.6269 0.3127
H59 0.2796 -6.3101 -0.5382
H60 2.0946 -6.8256 -2.2667
H61 0.6367 -5.1467 -3.2792
H62 2.2061 -4.4689 -3.6052
H63 -0.0258 -2.1671 -2.1352
H64 -0.6316 -3.6070 -2.9147
H65 0.6580 -2.6926 -3.7807
H66 3.2486 -5.4977 -0.2692
H67 3.4281 -4.5574 -1.3875

Force components x, y, z for each atom (eV/Å):
C 0.123 -0.578 0.722
O 0.337 1.144 -0.325
C 1.727 0.942 -1.360
C -1.960 -1.099 1.052
N 0.334 0.905 0.320
C -0.236 -0.306 0.298
C 4.801 -1.548 -8.515
O -1.213 0.565 0.500
C -2.217 1.793 -1.470
H -0.191 -0.446 -0.011
H 0.192 -0.115 0.255
H -0.744 -0.279 -0.113
H -1.009 -0.531 -0.031
H 0.102 -0.583 0.504
H 0.696 0.379 -0.276
H 0.289 0.271 -0.324
H -0.275 -0.363 -0.400
H 0.122 -0.321 0.059
H 0.174 0.328 -0.668
H 3.722 -2.317 -8.934
H 3.764 2.880 -1.953
H -0.400 0.413 -0.422
H -2.439 1.630 -1.204
H 0.266 0.368 -0.600
C 0.881 0.063 0.293
O 1.199 0.202 0.887
C -0.005 -0.125 0.963
C -1.332 -0.518 -0.969
N 0.367 0.507 0.001
C 1.956 -0.674 1.037
C -0.326 -1.393 0.208
O -1.472 -0.546 1.508
C 1.307 1.141 7.324
H 0.038 0.550 -1.154
H -0.264 -0.792 -0.193
H -0.651 -0.553 -0.710
H -0.152 0.727 0.598
H -0.725 -0.310 0.113
H -0.096 -0.174 0.003
H 0.066 0.649 0.026
H -0.540 0.510 -0.189
H -0.036 -0.011 0.564
H -0.653 0.258 -0.593
H 0.097 -0.358 0.329
H -1.755 -1.249 -0.052
H 2.187 -2.236 12.759
H 0.394 0.086 1.707
H -0.534 -1.712 1.906
C -0.061 1.196 0.812
O -4.084 -6.525 -10.574
H -0.249 -0.154 -0.786
H 0.015 0.186 0.441
H -0.136 0.014 0.139
H 0.111 -2.700 -3.018
C 0.392 1.561 0.843
C 0.123 1.856 -0.422
C 1.690 1.641 5.190
O -4.966 12.052 3.066
C -0.034 0.282 0.220
N 4.825 0.205 7.255
H -0.019 0.165 -0.228
H 1.171 0.811 -0.276
H 0.115 0.334 0.141
H 0.516 0.271 -0.104
H -0.112 0.597 -0.563
H 0.443 -0.033 0.466
H -0.599 -1.297 0.215
H 0.563 0.123 0.739
H 0.783 -0.069 0.394
H -0.077 1.853 1.161
H 0.589 -0.095 0.450
C -3.259 2.220 9.996
C -0.079 -1.393 1.910
C -0.096 1.711 0.138
O 2.771 -3.049 -15.099
C -4.925 3.346 -6.776
N 0.933 -0.895 -2.809
H -0.705 -0.033 4.358
H 1.497 -0.414 5.580
H 0.355 -0.392 -0.262
H 0.739 -0.432 -0.927
H -0.494 -0.344 0.153
H -0.129 -0.382 0.368
H -2.633 0.192 -1.170
H -0.143 -0.059 -0.807
H -0.290 -0.343 -0.574
H 2.001 -2.800 -1.655
H 0.481 -0.377 -0.276
C -2.301 -0.549 -1.688
C -1.075 -0.107 0.364
C 0.675 -1.929 1.575
O -1.328 0.369 -0.998
C -0.502 -0.751 1.276
N 2.612 1.712 0.284
H 0.141 -0.149 0.126
H 0.541 0.193 -0.225
H -0.446 0.182 0.055
H -0.377 -0.143 -0.047
H -0.198 -0.106 0.132
H 0.635 -0.701 -0.065
H 0.649 -0.510 -2.853
H -0.107 -0.351 0.168
H -3.135 -2.906 1.169
H 0.565 -0.745 0.288
H 0.713 0.486 -0.741

=====

Number 1: LUMO energy -4.40 eV. Number 2: LUMO energy 0.24 eV.